{"formula": "C3H7NO", "method": "wB97M-V/def2-TZVPD", "e_lumo_ev": [-6.4562, -9.5288], "total_charge": 1, "spin_multiplicity": 2, "gap_ha": [0.2880, 0.1618], "mol_weight_g_mol": 73.09, "largest_force_ev_per_a": 2.46, "e_above_lowest_kcal_mol": 56.0, "species": ["C", "N", "H", "H", "H", "O", "C", "C", "H", "H", "H", "H"], "coordinates": [[-1.65364, -2.01141, 0.88741], [-0.47606, -1.76977, 0.51869], [-2.00603, -2.87553, 1.45582], [-2.47672, -1.29281, 0.73225], [-0.39417, -1.34095, -0.42614], [1.29617, -0.28921, -1.24733], [1.28892, 0.54079, -0.37907], [0.76163, 1.94200, -0.53576], [1.68092, 0.29050, 0.62923], [0.37812, 2.06218, -1.54160], [0.00889, 2.12633, 0.23152], [1.59198, 2.61787, -0.32502]], "mulliken_spin": [-0.01, 0.77, 0.06, 0.08, 0.02, 0.06, 0.00, 0.01, 0.00, 0.00, 0.00, 0.00]}